Formula: C2H6N2P2
Source: the Open Molecules 2025 dataset
Level of theory: ωB97M-V/def2-TZVPD

Each line ends with the Mulliken charge.
CARTESIAN COORDINATES (ANGSTROEM)
N1 0.10 -1.53 0.96  -0.487
P1 -0.45 0.06 0.76  0.157
N2 -1.04 -0.14 -0.87  -0.545
C1 1.24 0.81 0.67  -0.452
C2 2.56 0.25 0.59  -0.103
P2 2.48 0.08 -1.06  -0.051
H1 -0.46 -2.40 0.91  0.207
H2 0.69 -1.68 1.73  0.207
H3 -1.57 0.56 -1.28  0.202
H4 -0.56 -0.63 -1.64  0.250
H5 1.12 1.90 0.65  0.353
H6 3.45 0.45 1.36  0.263

The calculation puts the energy above the lowest of the compared OMol25 structures with the same formula, charge and spin at 1.032 eV. The gap between HOMO and LUMO is 7.83 eV. Its SMILES is NP(N)[C@H]1C=P1.